Record 1
{
  "formula": "C24H25BF6FeN2O5S",
  "method": "the ωB97M-V functional and the def2-TZVPD basis",
  "symbols": ["H", "F", "H", "H", "C", "C", "C", "O", "H", "N", "C", "H", "O", "H", "C", "C", "C", "H", "C", "H", "B", "C", "C", "C", "H", "C", "H", "C", "C", "H", "H", "C", "C", "C", "H", "H", "H", "C", "F", "C", "O", "H", "H", "H", "F", "H", "F", "C", "O", "H", "F", "Fe", "H", "H", "H", "F", "H", "C", "S", "H", "C", "N", "O", "C", "C"],
  "xyz": [[4.691133, -0.990609, -4.327390], [0.180972, -1.553893, -4.170116], [3.022546, 2.775680, -2.783143], [3.291664, 1.692440, 3.153969], [-1.672833, -2.567321, 0.973571], [-4.144292, 2.687702, -1.038571], [-3.980108, -2.454975, 1.699272], [1.737827, -4.156572, -2.093237], [-2.000433, 1.846274, 2.445362], [1.778393, -0.658917, -1.832940], [-3.076312, 0.661411, -0.314771], [-5.026302, 3.310409, -1.107948], [0.597367, -2.745645, -0.772349], [3.097985, -0.977562, 2.794995], [3.452098, 0.347915, -3.190372], [-1.856678, 2.259652, -1.474085], [2.769071, 1.127759, 2.379952], [0.546808, 1.573639, 4.148665], [3.241578, -2.026866, -3.131292], [-4.826473, -2.879872, 2.218961], [-0.828215, -0.789188, -3.617674], [3.878910, -0.902235, -3.619394], [1.424172, -2.962987, -1.623446], [1.816087, 1.695014, -1.759985], [3.523350, -3.023524, -3.436989], [-1.804544, -1.351975, 0.324802], [-0.201735, -0.870070, 4.368399], [-2.760201, -3.091838, 1.646972], [3.676864, 0.935718, 1.171655], [4.577668, 0.384512, 1.447070], [-0.967830, 3.163951, 2.999304], [-0.405245, -0.258352, 3.483306], [-4.080084, -1.244350, 1.046167], [2.393253, 0.422527, -2.303350], [-0.903732, 2.537576, -1.899217], [-0.756810, -3.137750, 0.967614], [3.983690, 1.895661, 0.754893], [-3.017241, -0.653166, 0.356627], [-1.204987, -1.412336, -2.331583], [-0.434072, 1.231714, 3.810634], [0.902907, 1.662200, -0.969907], [1.892914, 1.712596, 2.100673], [-2.840142, 4.041827, -2.105941], [-0.382940, 2.031566, 1.778710], [-2.623486, -4.267714, 2.276773], [2.171588, -0.174564, 4.054993], [-5.280722, -0.643159, 1.115578], [-0.970756, 2.118700, 2.689447], [2.322194, 2.859224, -2.124309], [3.948132, 1.232524, -3.567136], [-1.919351, -0.610190, -4.391579], [-0.269353, -0.325733, -0.785536], [3.157424, 0.370836, 0.393522], [-1.087383, 1.325791, 4.681693], [-5.141052, 1.129696, 0.026877], [-0.277273, 0.463299, -3.157667], [1.167225, -4.821564, -1.674963], [-2.942070, 3.098912, -1.588930], [0.800613, -0.877901, 2.293240], [-1.363946, -0.595680, 3.079726], [-4.212814, 1.464282, -0.398567], [-1.909181, 1.077961, -0.853496], [0.582129, -0.054470, 1.021313], [2.341979, -0.213259, 2.976765], [2.200053, -1.844728, -2.235616]],
  "forces_ev_per_angstrom": [[0.00, 0.00, 0.01], [-0.07, 0.01, 0.00], [0.00, 0.00, 0.00], [0.02, -0.03, 0.00], [0.12, 0.01, -0.04], [0.06, -0.01, -0.01], [0.03, 0.00, -0.02], [0.00, 0.02, 0.04], [0.01, -0.01, -0.01], [-0.01, 0.15, 0.01], [-0.04, 0.05, 0.05], [0.00, -0.01, 0.00], [-0.01, -0.01, 0.11], [-0.01, -0.03, -0.01], [-0.01, -0.01, -0.01], [0.16, 0.07, -0.13], [0.00, 0.02, 0.04], [0.04, -0.02, -0.06], [0.04, 0.00, -0.01], [0.00, 0.02, -0.01], [0.04, 0.14, 0.00], [-0.04, 0.00, 0.02], [-0.03, -0.01, -0.11], [0.04, 0.00, 0.01], [0.00, 0.01, 0.00], [-0.11, 0.00, 0.05], [-0.01, 0.03, 0.01], [-0.03, -0.01, 0.04], [-0.06, 0.01, -0.06], [0.01, 0.02, -0.01], [-0.02, -0.03, 0.02], [0.00, -0.07, 0.03], [0.04, -0.02, 0.01], [0.07, 0.04, -0.06], [-0.11, -0.04, 0.04], [0.01, 0.00, -0.03], [0.00, 0.00, 0.00], [-0.03, 0.08, 0.03], [0.17, 0.05, -0.12], [-0.02, -0.03, -0.01], [-0.05, -0.03, 0.06], [0.02, 0.01, 0.00], [0.00, -0.01, 0.01], [0.03, 0.02, -0.02], [0.00, -0.01, 0.00], [0.05, 0.04, -0.03], [-0.01, 0.07, -0.02], [-0.02, 0.00, 0.02], [0.03, 0.03, -0.01], [0.01, 0.00, 0.00], [0.05, -0.03, 0.03], [-0.33, -0.22, 0.22], [0.04, 0.00, 0.05], [0.01, 0.02, 0.01], [-0.03, 0.00, 0.00], [-0.07, -0.05, -0.09], [0.00, 0.00, -0.01], [-0.08, 0.02, 0.01], [-0.23, 0.02, 0.03], [0.02, -0.01, -0.05], [0.05, -0.05, -0.02], [-0.03, -0.16, 0.09], [0.32, 0.06, -0.27], [-0.03, 0.02, 0.17], [-0.02, -0.12, 0.01]],
  "nbo_charge": [0.248, -0.548, 0.501, 0.228, -0.377, -0.115, -0.363, -0.635, 0.211, -0.460, 0.223, 0.233, -0.596, 0.240, -0.185, 0.086, -0.420, 0.207, -0.156, 0.258, 1.346, -0.125, 0.806, 0.815, 0.261, -0.225, 0.245, 0.442, -0.597, 0.211, 0.225, -0.588, 0.444, 0.088, 0.223, 0.248, 0.220, -0.182, -0.558, -0.412, -0.604, 0.230, 0.237, 0.211, -0.311, 0.246, -0.317, -0.615, -0.614, 0.223, -0.515, 1.773, 0.189, 0.230, 0.252, -0.575, 0.520, -0.243, 1.271, 0.255, -0.237, -0.560, -1.040, -0.587, 0.113],
  "total_charge": 1,
  "s_squared": 8.7579,
  "orbital_gap_ev": [7.48, 7.23],
  "multiplicity": 6
}

=====

Record 2
{
  "formula": "C24H25Cl2Ge2NPtS2",
  "method": "the ωB97M-V functional and the def2-TZVPD basis",
  "symbols": ["Cl", "C", "C", "C", "Ge", "H", "C", "C", "C", "H", "C", "Pt", "H", "H", "S", "H", "C", "C", "H", "C", "H", "N", "H", "C", "H", "C", "C", "H", "C", "H", "H", "H", "H", "C", "C", "H", "H", "C", "H", "H", "C", "C", "H", "H", "H", "C", "C", "H", "C", "H", "Ge", "H", "C", "H", "Cl", "S", "C"],
  "xyz": [[0.244061, -1.035996, 2.156118], [1.057970, -3.406598, 3.083873], [-4.520852, -0.664241, 2.201245], [0.249050, 2.546592, -1.870621], [-2.837854, -0.501093, -3.301215], [3.021426, -5.843568, 1.794581], [-3.285690, 1.374505, -2.777077], [-5.674686, -2.161195, 0.719208], [-0.747006, -5.139478, -2.727595], [-1.079299, -1.514758, -4.925278], [-1.414094, -3.276088, -1.354089], [0.110199, -0.276373, -0.266644], [-3.529714, 1.950214, -3.665703], [-0.558324, 0.082411, -4.387918], [2.083989, -1.659597, -0.419277], [-6.477503, -1.450398, 2.569701], [-3.472941, -1.370349, 0.147913], [1.137281, -2.500344, 2.040932], [0.466227, -3.178331, 3.955650], [2.497342, -4.905041, 1.873504], [-2.579971, -0.025530, 1.556625], [0.772068, 1.382302, -1.612946], [0.042410, -6.836981, -1.694500], [-4.418254, -1.488547, -4.010259], [-0.625062, -5.581051, -3.704735], [-5.635285, -1.429849, 1.895472], [1.489180, 0.911498, -2.669837], [-6.546649, -2.753519, 0.480319], [-3.452006, -0.628275, 1.323519], [-4.166692, -2.524221, -4.218651], [2.000895, -0.032022, -2.591052], [-4.494184, -0.094404, 3.118726], [-4.137739, 1.398339, -2.103330], [1.488168, 1.721282, -3.757258], [-0.377212, -5.848665, -1.596606], [1.674605, -5.323433, 3.799695], [-0.278634, -5.846076, 0.542107], [-1.056581, -4.008489, -0.223217], [-4.629812, -2.704114, -1.068453], [1.971262, 1.566527, -4.701525], [-0.547394, -5.287508, -0.343147], [-1.262545, -3.862111, -2.602225], [-0.330533, 3.115693, -1.171015], [-4.691302, -1.006505, -4.945786], [-1.567066, -3.320719, -3.489440], [2.582462, -3.992783, 0.838057], [-4.600187, -2.129451, -0.151398], [-1.189017, -3.571752, 0.759737], [1.904219, -2.762040, 0.898619], [-5.267878, -1.452651, -3.336271], [-1.877178, -1.370929, -1.032321], [-1.837349, -0.070748, -5.599180], [1.741244, -4.609045, 2.994781], [-2.441179, 1.843849, -2.278198], [3.510359, -4.362116, -0.559150], [0.575726, 3.143046, -3.445030], [-1.414081, -0.507541, -4.697613]],
  "forces_ev_per_angstrom": [[-0.61, 0.46, -0.37], [-0.11, -0.03, 0.04], [-0.17, 0.08, 0.09], [-0.19, 0.68, -0.54], [0.64, 0.52, 0.43], [0.07, -0.10, -0.02], [0.00, -0.57, -0.39], [-0.10, 0.07, -0.04], [-0.03, -0.07, -0.03], [0.01, -0.11, -0.01], [0.25, 0.75, 0.81], [1.83, 0.55, 0.99], [-0.06, 0.14, -0.09], [0.06, 0.07, 0.07], [-1.14, 0.83, -0.44], [-0.06, -0.02, 0.09], [0.95, 0.33, 0.45], [0.71, -0.97, -0.26], [-0.10, 0.04, 0.08], [0.05, 0.08, -0.12], [-0.05, 0.04, 0.11], [-0.73, -0.92, 0.34], [0.03, -0.14, -0.01], [0.56, 0.19, 0.45], [-0.02, -0.04, -0.10], [0.02, 0.05, 0.06], [0.43, 0.00, -0.91], [-0.02, -0.03, -0.03], [0.10, -0.01, 0.00], [0.04, -0.10, 0.01], [0.01, -0.09, -0.07], [0.01, 0.05, 0.05], [-0.09, -0.06, 0.06], [-0.05, 0.21, 0.22], [0.04, -0.01, -0.04], [0.00, -0.03, 0.09], [0.03, -0.05, 0.07], [-0.09, 0.02, 0.03], [-0.03, -0.13, -0.04], [0.12, -0.05, -0.15], [0.05, -0.14, 0.21], [-0.12, 0.30, -0.26], [-0.22, 0.05, 0.20], [0.00, 0.10, -0.10], [0.10, 0.04, -0.09], [-0.30, 0.19, 0.28], [0.34, -0.11, -0.33], [0.00, -0.04, 0.10], [0.01, -0.11, 0.26], [-0.04, 0.03, 0.11], [-1.87, -1.42, -2.16], [0.00, 0.05, -0.14], [-0.08, 0.16, -0.03], [0.11, -0.03, 0.00], [0.13, -0.16, -0.05], [0.16, -0.58, 0.69], [-0.57, 0.04, 0.43]],
  "nbo_charge": [0.137, -0.211, -0.193, -0.121, 1.197, 0.245, -1.057, -0.196, -0.202, 0.236, -0.463, 0.564, 0.235, 0.221, -0.041, 0.225, -0.347, -0.107, 0.240, -0.203, 0.192, -0.538, 0.223, -1.038, 0.223, -0.196, -0.045, 0.226, -0.258, 0.240, 0.243, 0.220, 0.243, -0.423, -0.189, 0.238, 0.218, -0.156, 0.218, 0.270, -0.221, -0.207, 0.246, 0.243, 0.206, -0.073, -0.249, 0.194, -0.156, 0.242, 0.902, 0.237, -0.185, 0.210, 0.065, 0.538, -1.059],
  "total_charge": 1,
  "s_squared": 0.7621,
  "orbital_gap_ev": [5.56, 5.69],
  "multiplicity": 2
}

=====

Q: Which of these has the lowest multiplicity?
A: C24H25Cl2Ge2NPtS2

=====

Q: The lowest multiplicity belongs to which entry?
A: C24H25Cl2Ge2NPtS2

=====

Q: The highest multiplicity belongs to which entry?
A: C24H25BF6FeN2O5S

=====

Q: Among the records above, which one has the lowest multiplicity?
A: C24H25Cl2Ge2NPtS2